2 unconnected molecules or ions with the total composition C12H12 at a distorted geometry, computed with ωB97M-V/def2-TZVPD.

Structure (XYZ):
```
24
Properties=species:S:1:pos:R:3:forces:R:3
C -2.1208 1.5116 1.3810 -2.1849 1.1291 -0.5662
C -2.5801 0.4962 0.5214 3.0393 0.4613 0.3634
C -1.5717 -0.3043 -0.0003 -0.6780 -2.3916 0.3558
C -0.2364 -0.3173 0.3950 -1.7301 3.7059 2.5477
C 0.6956 -1.2549 -0.0085 1.3408 -1.3163 -1.8141
C 1.2646 -1.8551 -1.2830 -0.3535 -1.0172 1.2006
C 2.1428 -1.6098 -0.1452 -0.9376 0.6171 0.5295
C 2.1235 -2.9029 0.6211 2.6004 -2.1644 -0.5041
C 0.8749 -2.6867 -0.0986 -0.1689 0.1618 -0.6357
C 0.1218 0.6505 1.3329 -0.8350 0.5263 -1.0785
C -0.8303 1.6402 1.7197 3.7619 -1.2735 0.6584
H -2.7334 2.3387 1.7389 -0.5089 -0.4776 -0.1407
H -3.5736 0.3431 0.2382 -1.3596 -0.0486 -0.2158
H -1.7834 -1.2765 -0.4381 -0.7726 0.3868 -0.9173
H 1.1408 -2.0752 -2.3005 0.1455 0.2959 -1.0650
H 2.2000 -2.9764 1.6647 -0.5593 0.8167 1.5687
H 2.8450 -3.6664 0.2934 -0.5012 0.1546 -0.6427
H 1.1636 0.6458 1.5802 0.3551 0.4684 0.5964
H -0.4084 2.4389 2.3377 -0.6905 -0.1083 -0.1176
C 0.2732 2.2002 -1.9229 0.4599 -0.6008 0.6482
H -0.4301 1.8203 -2.6372 -0.3753 0.3492 -0.8246
H 0.6193 1.2468 -1.4651 0.3605 0.9983 -0.1011
H -0.2761 2.7672 -1.1706 0.0897 -0.0377 0.0036
H 1.0794 2.8261 -2.3543 -0.4980 -0.6353 0.1510
```
Forces are in eV/Å.

- HOMO-LUMO gap (eV) = 9.62
- E_tot (eV) = -12631.646
- ΔE to the lowest compared entry with this formula, charge and spin (kJ/mol) = 702.67
- E_LUMO (Eh) = 0.028
- molecular weight (g mol⁻¹) = 156.23
- structure (SMILES) = c1ccc([C@@]23[C@H]4[C@]25C[C@@]453)cc1.C